[1]
The following is a quantum chemistry calculation of the molecule C3H4N2OS2 at a distorted geometry, from the OMol25 dataset.

As for the molar mass: 148.21 g/mol. As for the HOMO energy: -0.326 Ha. As for the structure (SMILES): CC1=NOC(=S)SN1. Its calculated total energy is -29871.07592 eV. As for the energy relative to the best compared isomer or geometry (same formula, charge and spin): 296.0 kJ/mol. The calculation puts the orbital gap at 8.5760 eV.

Last column: Mulliken charge in e.
Element x y z (Å)
C 2.02073 -2.16335 -1.38558  -1.032
C 1.02265 -1.04726 -1.02986  0.706
N 1.58567 0.08573 -0.65690  -0.468
O 0.68712 1.09597 -0.27960  -0.111
C -0.40078 0.94667 0.40917  0.310
S -1.09407 2.11091 1.43243  -0.230
S -1.16621 -0.67431 0.51286  0.016
N -0.34265 -1.32403 -0.94187  -0.418
H 1.90249 -3.00823 -0.76190  0.339
H 3.00714 -1.75266 -1.24122  0.311
H 1.78466 -2.51935 -2.41261  0.302
H -0.58343 -2.22156 -1.24311  0.275

Force components x, y, z for each atom (eV/Å):
C -1.4 1.4 -1.3
C 0.7 0.6 1.5
N -0.7 -2.8 -0.8
O -0.2 1.4 -0.3
C -1.9 -0.1 2.4
S 1.0 -1.5 -1.7
S 1.2 0.7 -1.2
N 1.3 2.2 0.7
H -0.3 -0.8 1.0
H 0.3 0.0 -0.4
H 0.6 0.4 0.4
H -0.7 -1.5 -0.2


[2]
The following is a quantum chemistry calculation of the molecule C3H4N2OS2 at a distorted geometry, from the OMol25 dataset.

As for the molar mass: 148.21 g/mol. As for the HOMO energy: -0.323 Ha. As for the structure (SMILES): Oc1n[nH]c(S)c1S. Its calculated total energy is -29872.15974 eV. As for the energy relative to the best compared isomer or geometry (same formula, charge and spin): 191.4 kJ/mol. The calculation puts the orbital gap at 9.3655 eV.

Last column: Mulliken charge in e.
Element x y z (Å)
O 2.48751 -0.50283 0.19108  -0.492
C 1.21958 -0.50940 -0.08796  0.328
N 0.53557 -1.62044 -0.12821  -0.799
N -0.79197 -1.39970 -0.07727  0.222
C -1.04450 -0.04981 0.10056  0.074
S -2.73099 0.41532 0.03446  -0.301
C 0.20285 0.53218 0.12298  0.255
S 0.82044 2.26128 -0.14851  -0.235
H 2.82523 -1.29659 -0.41182  0.408
H -1.53289 -2.11836 -0.10592  0.219
H -2.40891 1.57677 -0.61904  0.162
H 0.41808 2.71160 1.12965  0.160

Force components x, y, z for each atom (eV/Å):
O 3.1 -2.1 -2.8
C -6.4 0.5 2.0
N 0.3 -2.9 -0.5
N 0.1 1.7 0.2
C 0.6 -1.7 -0.7
S 0.6 1.3 -0.2
C 2.4 2.2 -1.1
S -1.8 -0.9 2.2
H -0.4 2.3 2.1
H 1.3 0.4 -0.1
H -0.5 -0.5 0.3
H 0.6 -0.3 -1.5


[3]
The following is a quantum chemistry calculation of a cluster of 2 separate species, C3H4N2S in total at a distorted geometry, from the OMol25 dataset.

As for the molar mass: 100.15 g/mol. As for the HOMO energy: -0.313 Ha. Its calculated total energy is -16988.10417 eV. As for the energy relative to the best compared isomer or geometry (same formula, charge and spin): 326.8 kJ/mol. The calculation puts the orbital gap at 7.3505 eV.

Last column: Mulliken charge in e.
Element x y z (Å)
C 2.38964 0.25155 1.93521  0.230
C -0.96879 -0.02759 -0.15718  0.417
C -0.58858 -0.23874 -1.53390  -0.948
N 3.06523 0.36741 2.85247  -0.408
N -1.84146 0.21126 0.59228  -0.235
S 1.42954 0.02273 0.58524  -0.374
H 0.37390 -0.56018 -1.78849  0.366
H -0.44898 0.69467 -2.07442  0.347
H -1.48942 -0.84794 -1.96706  0.277
H -1.92108 0.12683 1.55584  0.328

Force components x, y, z for each atom (eV/Å):
C -1.4 -0.1 -0.6
C 1.7 0.5 0.4
C -2.8 -0.1 -1.3
N 0.9 0.2 1.1
N -0.4 -0.4 -1.5
S -0.2 -0.3 -1.2
H 1.4 -1.7 0.6
H -1.0 0.7 0.2
H 2.0 1.0 0.4
H -0.1 0.2 2.0


[4]
The following is a quantum chemistry calculation of the molecule C3H4N2S at a distorted geometry, from the OMol25 dataset.

As for the molar mass: 100.15 g/mol. As for the HOMO energy: -0.303 Ha. As for the structure (SMILES): Sc1ncc[nH]1. Its calculated total energy is -16990.23101 eV. As for the energy relative to the best compared isomer or geometry (same formula, charge and spin): 121.6 kJ/mol. The calculation puts the orbital gap at 8.7912 eV.

Last column: Mulliken charge in e.
Element x y z (Å)
S -2.53280 -0.39895 0.05447  -0.275
C -0.83306 -0.39237 -0.11618  0.376
N -0.05265 -1.47055 -0.07163  -0.573
C 1.19556 -0.97796 0.05183  -0.159
C 1.18487 0.37801 0.09302  -0.300
N -0.11985 0.81611 -0.09424  -0.171
H -2.78046 0.96691 -0.21554  0.132
H 2.12425 -1.45265 0.14622  0.397
H 2.17332 0.77981 -0.13666  0.300
H -0.35918 1.75166 0.28870  0.273

Force components x, y, z for each atom (eV/Å):
S -1.6 1.0 -0.2
C 1.5 0.7 0.4
N -2.1 0.6 -0.1
C -0.4 1.9 0.3
C 1.6 -0.6 -0.9
N 1.1 -0.5 0.8
H 0.5 -1.6 0.2
H 0.7 -1.5 -0.1
H -0.8 1.3 0.4
H -0.5 -1.4 -0.7


[5]
The following is a quantum chemistry calculation of the molecule C3H4N2S at a distorted geometry, from the OMol25 dataset.

As for the molar mass: 100.15 g/mol. As for the HOMO energy (alpha / beta): -0.275 / -0.275 Ha. Its calculated total energy is -16984.39819 eV. As for the energy relative to the best compared isomer or geometry (same formula, charge and spin): 684.4 kJ/mol. The calculation puts the orbital gap (alpha / beta) at 4.1935 / 4.1928 eV.

Last column: Mulliken charge in e.
Element x y z (Å)
C 0.95301 -0.13748 0.49559  0.251
C -1.37190 -0.13967 -0.62633  -0.583
C -0.20160 -0.34834 -0.23863  0.452
N 1.15017 -0.91679 1.51600  -0.630
N 1.98858 0.89066 0.16285  -0.362
S 3.70390 1.47735 0.71633  -0.198
H -1.88987 0.67647 -0.30305  0.289
H -1.91978 -0.73025 -1.33206  0.263
H 1.53817 1.57148 -0.48974  0.263
H 1.85108 -0.51104 2.11169  0.255

Force components x, y, z for each atom (eV/Å):
C 3.6 0.3 1.6
C -0.9 -2.0 -2.0
C 2.8 1.7 0.9
N -1.0 -0.4 0.0
N -0.8 0.8 -1.9
S -4.0 -1.7 -0.5
H -1.4 2.3 1.3
H 0.0 -0.5 -0.5
H 1.0 -0.6 0.7
H 0.6 0.1 0.3


[6]
The following is a quantum chemistry calculation of a cluster of 2 separate species, C3H4N2S in total at a distorted geometry, from the OMol25 dataset.

As for the molar mass: 100.15 g/mol. As for the HOMO energy: -0.277 Ha. Its calculated total energy is -16986.92398 eV. As for the energy relative to the best compared isomer or geometry (same formula, charge and spin): 440.7 kJ/mol. The calculation puts the orbital gap at 8.3428 eV.

Last column: Mulliken charge in e.
Element x y z (Å)
C -0.63695 -1.77576 0.13387  -0.306
C -2.33614 0.40895 0.42045  0.481
C 1.09324 -0.06980 -0.31868  -0.509
N 0.20980 -1.01659 -0.19014  -0.093
N -1.39975 1.16208 0.24619  -0.347
S -3.59892 -0.38564 0.04622  -0.350
H -0.63274 -2.80022 0.29579  0.326
H 1.68981 0.09909 0.44454  0.342
H 1.30667 0.41240 -1.28256  0.253
H -1.12288 2.06782 0.34968  0.202

Force components x, y, z for each atom (eV/Å):
C -0.7 1.4 0.6
C 2.6 3.2 -1.8
C -2.8 -1.4 -4.1
N 2.1 1.0 -0.4
N -2.0 -3.8 0.9
S -2.1 -1.5 0.4
H 0.1 -1.8 -0.3
H 2.5 0.9 3.7
H -0.4 -0.5 0.4
H 0.6 2.4 0.6


[7]
The following is a quantum chemistry calculation of a cluster of 2 separate species, C3H4N2S in total at a distorted geometry, from the OMol25 dataset.

As for the molar mass: 100.15 g/mol. As for the HOMO energy (alpha / beta): -0.345 / -0.345 Ha. As for the structure (SMILES): N#CN=S.C=C. Its calculated total energy is -16987.29250 eV. As for the energy relative to the best compared isomer or geometry (same formula, charge and spin): 405.1 kJ/mol. The calculation puts the orbital gap (alpha / beta) at 6.8316 / 6.8297 eV.

Last column: Mulliken charge in e.
Element x y z (Å)
N -2.19549 2.22974 -0.10508  -0.377
C -2.49807 1.11111 0.01339  0.468
N -2.88251 -0.06164 0.23007  -0.162
S -3.02506 -1.56096 -0.07434  0.070
C 1.24678 -0.69064 -0.04706  -0.409
C 2.28270 0.11809 0.02953  -0.449
H 0.95897 -1.33564 0.76809  0.207
H 0.64274 -0.75510 -0.93963  0.204
H 2.56631 0.76711 -0.78225  0.219
H 2.90364 0.17792 0.90727  0.228

Force components x, y, z for each atom (eV/Å):
N 0.1 0.3 -0.1
C 0.5 1.4 -0.3
N -0.7 -2.0 0.5
S 0.1 0.3 -0.1
C -0.2 -0.2 -0.1
C 0.2 0.2 0.0
H 0.0 -0.1 0.2
H -0.1 0.1 -0.1
H 0.0 0.1 -0.2
H 0.1 0.0 0.2


[8]
The following is a quantum chemistry calculation of the molecule C3H4N2S2 at a distorted geometry, from the OMol25 dataset.

As for the molar mass: 132.21 g/mol. As for the HOMO energy: -0.316 Ha. As for the structure (SMILES): CC1=NSC=NS1. Its calculated total energy is -27825.19632 eV. As for the energy relative to the best compared isomer or geometry (same formula, charge and spin): 153.7 kJ/mol. The calculation puts the orbital gap at 8.9303 eV.

Last column: Mulliken charge in e.
Element x y z (Å)
C 1.91355 -0.60739 0.03813  -0.966
C 0.45381 -0.25144 -0.23726  0.602
N -0.42022 -1.19407 -0.13902  -0.438
S -2.07529 -0.87307 -0.49426  -0.049
C -2.23908 0.78551 0.19139  0.005
N -1.38219 1.70239 0.16469  -0.368
S 0.13592 1.43639 -0.62251  -0.031
H 2.58308 -0.28081 -0.77804  0.311
H 1.96468 -1.66373 0.24101  0.301
H 2.27515 -0.06224 0.96604  0.260
H -3.20941 1.00845 0.66984  0.373

Force components x, y, z for each atom (eV/Å):
C 0.0 1.4 1.0
C 0.0 -1.2 0.1
N 0.4 1.0 -0.1
S 0.5 0.9 0.5
C -0.8 -0.7 -0.4
N 0.7 0.2 -0.1
S -0.6 -0.1 0.2
H -0.4 -0.3 0.2
H 0.2 -0.4 -0.2
H -0.5 -0.5 -1.0
H 0.5 -0.2 -0.2


[9]
The following is a quantum chemistry calculation of the ion C3H4N3 with charge +1 at a distorted geometry, from the OMol25 dataset.

As for the molar mass: 82.09 g/mol. As for the HOMO energy: -0.595 Ha. As for the net charge: +1. Its calculated total energy is -7632.41831 eV. As for the energy relative to the best compared isomer or geometry (same formula, charge and spin): 375.1 kJ/mol. The calculation puts the orbital gap at 9.0232 eV.

Last column: Mulliken charge in e.
Element x y z (Å)
C -0.02166 1.12074 -0.05135  0.288
C 0.44398 -1.09578 0.08075  0.113
C -1.48421 0.78660 0.01185  -0.087
N -0.54372 -0.22110 0.28102  -0.043
N 1.15694 1.39807 -0.08595  -0.187
N 1.63094 -0.70818 -0.03660  -0.370
H 0.08660 -2.14439 0.35967  0.375
H -2.11543 1.22291 0.69879  0.319
H -1.69594 0.90111 -0.98289  0.271
H 2.54251 -1.25998 -0.27529  0.323

Force components x, y, z for each atom (eV/Å):
C -0.1 -0.7 2.1
C -0.9 -3.2 1.2
C 2.0 0.2 -1.3
N 1.1 1.7 0.3
N 0.4 -1.2 -0.7
N 2.2 0.8 -1.0
H 0.8 1.0 -0.9
H -1.2 0.4 1.9
H -1.8 -0.1 -2.6
H -2.5 1.1 0.8


[10]
The following is a quantum chemistry calculation of a cluster of 2 separate species, C3H4N3O2 in total at a distorted geometry, from the OMol25 dataset.

As for the molar mass: 114.08 g/mol. As for the HOMO energy (alpha / beta): -0.085 / -0.084 Ha. As for the net charge: -1. Its calculated total energy is -11736.64954 eV. As for the energy relative to the best compared isomer or geometry (same formula, charge and spin): 525.9 kJ/mol. The calculation puts the orbital gap (alpha / beta) at 6.4229 / 6.4225 eV.

Last column: Mulliken charge in e.
Element x y z (Å)
C 0.32131 0.92488 -0.35120  -0.462
C -0.47453 0.02502 0.25023  -0.040
C 0.35493 -1.09502 0.57877  0.268
N 1.68670 0.56080 -0.46064  -0.453
N 1.59825 -0.86287 0.02167  -0.136
N -2.52860 0.17102 0.29676  -0.050
O -2.91260 0.54855 -0.83299  -0.544
O 0.20991 -2.10351 1.29173  -0.731
H 0.01684 1.78074 -0.86044  0.454
H 1.80822 0.47686 -1.46065  0.288
H 2.45482 -1.31544 0.41334  0.269
H -2.53524 0.88896 1.11343  0.139

Force components x, y, z for each atom (eV/Å):
C -0.7 -1.9 1.2
C -1.6 1.5 0.1
C 0.9 -1.4 1.7
N 0.1 -2.4 0.6
N 1.8 1.3 -1.0
N 0.8 -1.7 0.9
O -0.2 1.2 0.1
O -0.4 0.7 -0.7
H -0.4 1.6 -0.6
H 0.7 0.0 -0.4
H -1.2 1.0 -0.4
H 0.3 0.1 -1.5


[11]
The following is a quantum chemistry calculation of the ion C3H4N3O2 with charge +1 at a distorted geometry, from the OMol25 dataset.

As for the molar mass: 114.08 g/mol. As for the HOMO energy (alpha / beta): -0.549 / -0.549 Ha. As for the net charge: +1. As for the structure (SMILES): O=[N+]=C/C=N\C=N\O. Its calculated total energy is -11725.53305 eV. As for the energy relative to the best compared isomer or geometry (same formula, charge and spin): 855.0 kJ/mol. The calculation puts the orbital gap (alpha / beta) at 7.9106 / 7.9369 eV.

Last column: Mulliken charge in e.
Element x y z (Å)
O 0.77153 -1.28993 1.22843  -0.227
N -0.40194 -1.53572 1.19959  0.150
C -1.41442 -1.14126 0.54190  -0.110
C -1.34983 -0.03573 -0.56461  0.033
N -0.38224 0.66628 -0.85375  -0.374
C 0.82726 0.91103 -0.50182  0.084
N 1.56080 0.19953 0.31470  0.067
O 2.84346 0.31597 0.56226  -0.295
H -2.47259 -1.45411 0.82550  0.334
H -2.21277 0.26830 -1.07748  0.462
H 1.20090 1.68702 -1.07084  0.486
H 3.12700 -0.42908 1.04189  0.390

Force components x, y, z for each atom (eV/Å):
O 1.3 -0.4 0.7
N -1.6 1.0 -1.3
C -1.7 0.5 0.1
C 0.3 -1.4 2.2
N -2.3 0.4 -1.2
C 4.2 -1.4 1.9
N -2.1 -0.6 -0.7
O -0.5 2.8 -1.5
H 1.8 -0.1 -0.3
H -1.8 -0.7 -0.5
H 1.9 1.8 -0.6
H 0.5 -2.0 1.3


[12]
The following is a quantum chemistry calculation of the ion C3H4N3O2 with charge +1 at a distorted geometry, from the OMol25 dataset.

As for the molar mass: 114.08 g/mol. As for the HOMO energy (alpha / beta): -0.565 / -0.566 Ha. As for the net charge: +1. As for the structure (SMILES): O=[n+]1cccnn1O. Its calculated total energy is -11727.51907 eV. As for the energy relative to the best compared isomer or geometry (same formula, charge and spin): 663.4 kJ/mol. The calculation puts the orbital gap (alpha / beta) at 8.9383 / 8.9400 eV.

Last column: Mulliken charge in e.
Element x y z (Å)
O -1.56762 -1.65097 0.04984  -0.572
N -0.66328 -0.87659 0.09765  0.779
C 0.65683 -1.14685 0.03533  0.021
C 1.61532 -0.16628 0.10216  -0.412
C 1.14865 1.21308 0.10805  -0.094
N -0.14622 1.45255 -0.01044  -0.558
N -0.98334 0.51121 -0.00377  0.508
O -2.41430 0.89896 0.10215  -0.323
H 0.76775 -2.27315 -0.07776  0.413
H 2.73315 -0.48042 0.07123  0.357
H 1.66071 2.15625 0.12427  0.486
H -2.80765 0.36221 -0.59872  0.397

Force components x, y, z for each atom (eV/Å):
O -0.5 -0.8 0.3
N -1.4 2.7 -0.8
C 1.0 -2.1 0.0
C 1.1 1.1 -0.2
C -0.4 -1.6 -0.4
N 0.2 0.3 0.5
N -2.4 -0.4 0.5
O 3.8 -1.1 0.0
H 0.4 1.7 0.3
H -2.2 0.8 0.1
H 1.0 -0.3 0.0
H -0.5 -0.3 -0.3


What is the energy relative to the best compared isomer or geometry (same formula, charge and spin) in the first record? 296.0 kJ/mol


energy relative to the best compared isomer or geometry (same formula, charge and spin) of number 2 (C3H4N2OS2)? 191.4 kJ/mol